(1)
The following is a DFT calculation (ωB97M-V with the def2-TZVPD basis set) of a 2-piece molecular cluster, C5H15N2O overall at a distorted geometry.

Max |F|, eV/Å: 4.32
2S+1: 2
HOMO (alpha / beta), eV: -16.96 / -16.96
Electronic energy, eV: -10435.14064
<S²>: 0.755
Total charge: +2
Energy above the lowest of the compared OMol25 structures with the same formula, charge and spin, eV: 3.428
Orbital gap (alpha / beta), eV: 9.907 / 4.688

Atoms and positions in Å:
C: -1.089 1.758 -0.798
C: -1.048 0.234 -1.175
C: 0.057 -0.512 -0.534
C: -0.182 -0.958 0.827
C: 0.647 -0.799 1.878
N: -1.257 -2.009 1.024
N: -1.107 0.047 -2.661
H: -0.250 2.234 -1.209
H: -1.201 1.888 0.250
H: -1.917 2.249 -1.282
H: -1.987 -0.119 -0.891
H: 0.464 -1.223 -1.288
H: 0.931 0.273 -0.485
H: 0.686 -1.490 2.654
H: 1.163 0.187 1.952
H: -1.167 -2.733 0.267
H: -2.229 -1.619 0.880
H: -1.231 -2.445 1.991
H: -2.087 0.293 -3.018
H: -0.260 0.535 -3.027
H: 3.730 2.435 1.900
H: 4.219 1.331 1.085
O: 3.423 1.699 1.312



(2)
The following is a DFT calculation (ωB97M-V with the def2-TZVPD basis set) of a 8-piece molecular cluster, C21H47O32P2S8 overall at a distorted geometry.

Max |F|, eV/Å: 1.90
HOMO, eV: -12.19
Electronic energy, eV: -193307.15552
Total charge: +1
Orbital gap, eV: 8.706

Atoms and positions in Å:
C: -4.608 -1.228 0.920
C: -3.576 -2.320 1.196
O: -2.254 -1.740 1.296
C: -1.375 -2.445 2.076
S: -0.407 -1.381 3.210
P: 0.264 0.128 1.886
P: -1.456 1.335 1.246
O: -2.615 1.274 2.139
O: -0.844 2.820 1.152
O: -1.859 0.952 -0.236
C: -1.476 -0.785 4.600
C: -2.957 -1.008 4.365
C: -1.098 0.621 5.034
C: 0.369 0.744 5.537
H: -4.105 -0.264 0.916
H: -5.380 -1.195 1.685
H: -5.052 -1.356 -0.063
H: -3.587 -3.034 0.372
H: -3.823 -2.852 2.115
H: -0.589 -2.901 1.465
H: -1.827 -3.231 2.684
H: 0.976 0.973 2.750
H: -1.540 3.373 0.753
H: -1.294 1.395 -0.895
H: -1.177 -1.450 5.417
H: -3.194 -2.057 4.188
H: -3.363 -0.436 3.534
H: -3.475 -0.714 5.278
H: -1.283 1.355 4.253
H: -1.755 0.854 5.871
H: 0.923 1.466 4.941
H: 0.377 1.075 6.570
H: 0.877 -0.220 5.480
C: -1.400 1.445 -5.681
C: -1.798 0.926 -4.316
O: -0.921 1.626 -3.411
S: -0.608 3.091 -3.981
O: -1.467 4.016 -3.323
O: 0.798 3.271 -3.965
O: -1.132 2.854 -5.447
H: -0.490 0.990 -6.067
H: -2.199 1.339 -6.409
H: -1.666 -0.146 -4.207
H: -2.828 1.198 -4.072
C: 4.145 0.474 -5.101
C: 4.084 -1.040 -5.096
O: 2.831 -1.341 -5.735
S: 2.527 -0.252 -6.858
O: 2.935 -0.683 -8.135
O: 1.211 0.250 -6.644
O: 3.593 0.837 -6.370
H: 3.526 0.907 -4.312
H: 5.158 0.856 -5.017
H: 4.103 -1.460 -4.095
H: 4.889 -1.479 -5.688
C: 0.226 -5.846 -8.013
C: 0.732 -5.486 -9.394
O: 0.566 -4.063 -9.461
S: 0.800 -3.415 -8.024
O: 2.128 -2.931 -7.924
O: -0.308 -2.581 -7.722
O: 0.685 -4.774 -7.177
H: -0.865 -5.871 -7.979
H: 0.624 -6.790 -7.650
H: 0.165 -5.960 -10.190
H: 1.792 -5.718 -9.510
C: 5.217 -5.714 -1.689
C: 3.900 -5.346 -2.343
O: 4.245 -4.291 -3.250
S: 5.722 -4.536 -3.828
O: 5.627 -5.170 -5.091
O: 6.462 -3.340 -3.647
O: 6.173 -5.623 -2.751
H: 5.494 -5.001 -0.910
H: 5.220 -6.720 -1.279
H: 3.159 -4.992 -1.632
H: 3.490 -6.178 -2.917
C: -5.172 -1.150 8.923
C: -4.476 -1.939 10.013
O: -4.067 -3.151 9.354
S: -3.701 -2.853 7.842
O: -2.297 -2.675 7.698
O: -4.407 -3.758 7.011
O: -4.381 -1.407 7.747
H: -6.184 -1.513 8.744
H: -5.197 -0.083 9.124
H: -5.128 -2.178 10.848
H: -3.585 -1.427 10.379
C: 2.909 4.331 1.729
C: 2.789 5.139 3.003
O: 3.406 4.312 4.002
S: 4.600 3.474 3.350
O: 5.836 4.114 3.594
O: 4.394 2.104 3.673
O: 4.197 3.712 1.820
H: 2.150 3.544 1.680
H: 2.854 4.943 0.833
H: 1.758 5.349 3.274
H: 3.346 6.074 2.935
C: -1.570 6.753 0.490
C: -1.870 6.387 1.933
O: -0.868 7.079 2.685
S: -0.513 8.472 1.957
O: -1.260 9.506 2.570
O: 0.894 8.536 1.804
O: -1.186 8.129 0.550
H: -0.734 6.173 0.089
H: -2.432 6.643 -0.164
H: -1.813 5.318 2.123
H: -2.850 6.755 2.240



(3)
The following is a DFT calculation (ωB97M-V with the def2-TZVPD basis set) of an isolated molecule of C2H7FN4 at a distorted geometry.

Max |F|, eV/Å: 3.40
HOMO, eV: -8.48
Electronic energy, eV: -10862.39283
SMILES string: N/N=C(/CF)NN
Total charge: 0
Energy above the lowest of the compared OMol25 structures with the same formula, charge and spin, eV: 0.957
Orbital gap, eV: 9.244

Atoms and positions in Å:
N: 2.202 -0.790 0.122
N: 0.929 -1.190 -0.176
C: -0.080 -0.363 -0.005
C: -1.474 -0.925 0.057
F: -2.456 0.188 -0.198
N: 0.084 0.921 0.669
N: 0.902 1.668 -0.360
H: 2.271 0.215 0.024
H: 2.777 -1.467 -0.472
H: -1.842 -1.248 1.085
H: -1.622 -1.700 -0.762
H: -0.769 1.434 0.777
H: 0.283 2.109 -1.096
H: 1.514 2.428 0.124